{
  "formula": "C46H26BCl100NO5",
  "method": "wB97M-V/def2-TZVPD",
  "elements": ["C", "C", "C", "C", "C", "C", "C", "C", "C", "C", "O", "C", "C", "C", "C", "C", "C", "C", "C", "O", "C", "O", "N", "B", "C", "O", "C", "O", "H", "H", "H", "H", "H", "H", "H", "H", "H", "H", "H", "H", "H", "H", "H", "H", "H", "H", "H", "H", "H", "H", "H", "H", "H", "H", "C", "Cl", "Cl", "Cl", "Cl", "C", "Cl", "Cl", "Cl", "Cl", "C", "Cl", "Cl", "Cl", "Cl", "C", "Cl", "Cl", "Cl", "Cl", "C", "Cl", "Cl", "Cl", "Cl", "C", "Cl", "Cl", "Cl", "Cl", "C", "Cl", "Cl", "Cl", "Cl", "C", "Cl", "Cl", "Cl", "Cl", "C", "Cl", "Cl", "Cl", "Cl", "C", "Cl", "Cl", "Cl", "Cl", "C", "Cl", "Cl", "Cl", "Cl", "C", "Cl", "Cl", "Cl", "Cl", "C", "Cl", "Cl", "Cl", "Cl", "C", "Cl", "Cl", "Cl", "Cl", "C", "Cl", "Cl", "Cl", "Cl", "C", "Cl", "Cl", "Cl", "Cl", "C", "Cl", "Cl", "Cl", "Cl", "C", "Cl", "Cl", "Cl", "Cl", "C", "Cl", "Cl", "Cl", "Cl", "C", "Cl", "Cl", "Cl", "Cl", "C", "Cl", "Cl", "Cl", "Cl", "C", "Cl", "Cl", "Cl", "Cl", "C", "Cl", "Cl", "Cl", "Cl", "C", "Cl", "Cl", "Cl", "Cl", "C", "Cl", "Cl", "Cl", "Cl"],
  "positions_angstrom": [[0.220, -2.482, -1.073], [-0.187, -3.398, -0.409], [-0.926, -4.588, 0.110], [-1.772, -4.353, 1.399], [-2.808, -3.175, 1.449], [-3.500, -2.701, 0.179], [-4.129, -3.658, -0.631], [-4.808, -3.238, -1.747], [-4.935, -1.884, -2.130], [-4.272, -0.922, -1.315], [-4.320, 0.411, -1.567], [-3.681, 0.767, -2.794], [-2.320, 0.092, -3.102], [-2.482, -0.804, -4.372], [-2.185, 0.111, -5.597], [-3.589, -1.352, -0.178], [-2.930, -0.274, 0.658], [-4.075, 0.643, 1.290], [-3.757, 2.188, 1.301], [-3.742, 1.303, 2.489], [-5.819, -1.828, -3.411], [-6.174, -0.963, -4.154], [-6.312, -3.172, -3.638], [-7.720, -3.377, -3.153], [-8.481, -4.694, -3.580], [-8.343, -2.424, -2.341], [-5.564, -4.046, -2.804], [-5.439, -5.237, -2.857], [0.875, -1.840, -1.629], [-0.140, -5.309, 0.409], [-1.464, -5.096, -0.696], [-1.053, -4.180, 2.214], [-2.293, -5.298, 1.621], [-2.316, -2.376, 2.014], [-3.641, -3.526, 2.088], [-4.092, -4.722, -0.394], [-4.318, 0.635, -3.683], [-3.494, 1.853, -2.740], [-1.628, 0.894, -3.405], [-1.840, -0.419, -2.254], [-3.518, -1.147, -4.520], [-1.808, -1.670, -4.389], [-2.757, 1.056, -5.538], [-2.393, -0.378, -6.560], [-1.127, 0.411, -5.569], [-2.388, -0.638, 1.535], [-2.311, 0.400, 0.052], [-5.120, 0.341, 1.110], [-4.744, 2.512, 0.970], [-2.825, 2.228, 0.747], [-9.232, -4.990, -2.827], [-8.977, -4.584, -4.562], [-7.808, -5.561, -3.690], [-8.166, -2.705, -1.429], [-1.328, 4.639, -1.890], [-2.418, 4.558, -3.282], [-0.530, 3.076, -1.657], [-0.105, 5.885, -2.171], [-2.258, 5.038, -0.442], [-1.002, -6.858, -3.901], [-1.471, -8.534, -3.599], [0.717, -6.635, -3.509], [-1.269, -6.467, -5.604], [-1.974, -5.783, -2.891], [2.542, -2.630, -5.692], [1.925, -2.606, -4.032], [1.420, -3.526, -6.726], [2.715, -0.975, -6.293], [4.123, -3.422, -5.709], [0.683, -2.118, 4.693], [0.829, -0.446, 5.241], [0.377, -2.150, 2.947], [2.187, -2.981, 5.039], [-0.671, -2.897, 5.536], [5.025, -2.443, 7.819], [6.618, -1.701, 8.005], [4.654, -3.423, 9.244], [3.807, -1.174, 7.639], [5.028, -3.470, 6.380], [8.060, -5.870, 5.818], [8.528, -4.258, 5.261], [6.564, -6.363, 5.008], [9.345, -7.023, 5.433], [7.799, -5.838, 7.567], [-6.671, 3.355, -3.079], [-6.610, 1.596, -2.945], [-6.250, 3.837, -4.731], [-8.312, 3.906, -2.703], [-5.535, 4.118, -1.948], [-3.187, 7.234, 3.021], [-3.932, 6.719, 4.539], [-1.514, 6.662, 2.960], [-4.092, 6.557, 1.660], [-3.214, 9.000, 2.922], [5.405, -1.198, -2.028], [3.714, -1.697, -1.866], [5.636, -0.393, -3.598], [5.827, -0.071, -0.735], [6.445, -2.623, -1.923], [8.151, -3.251, -6.078], [7.606, -4.868, -5.595], [9.897, -3.116, -5.820], [7.791, -2.996, -7.790], [7.307, -2.034, -5.109], [9.558, 0.867, -3.584], [8.725, 0.691, -5.137], [10.139, -0.711, -3.038], [10.931, 1.970, -3.768], [8.432, 1.524, -2.390], [9.613, -5.902, -10.279], [9.042, -5.922, -8.609], [8.481, -6.783, -11.309], [9.721, -4.228, -10.840], [11.210, -6.687, -10.365], [-7.548, 7.886, 6.683], [-7.668, 8.324, 8.395], [-7.124, 6.170, 6.550], [-9.103, 8.186, 5.875], [-6.299, 8.868, 5.914], [0.394, -0.876, 9.868], [0.280, -1.600, 8.256], [-1.071, -1.250, 10.786], [1.802, -1.528, 10.717], [0.561, 0.879, 9.710], [-10.897, 4.670, 8.450], [-12.551, 4.988, 8.992], [-9.816, 4.613, 9.850], [-10.840, 3.121, 7.597], [-10.372, 5.962, 7.360], [-8.238, 9.292, 1.692], [-8.251, 9.515, -0.062], [-9.185, 10.575, 2.459], [-8.942, 7.719, 2.092], [-6.572, 9.356, 2.282], [14.036, -3.033, -10.939], [14.375, -3.066, -12.675], [13.222, -1.515, -10.526], [12.988, -4.395, -10.518], [15.555, -3.151, -10.039], [8.466, 2.342, 8.487], [8.313, 4.105, 8.493], [9.839, 1.872, 7.474], [8.727, 1.767, 10.139], [6.986, 1.622, 7.841], [2.620, -10.546, -2.374], [2.968, -11.356, -3.908], [1.502, -11.538, -1.424], [4.126, -10.324, -1.470], [1.881, -8.968, -2.695], [9.168, -6.878, -15.671], [7.476, -7.377, -15.532], [9.412, -6.040, -17.210], [9.571, -5.792, -14.336], [10.211, -8.305, -15.604], [8.850, 0.817, 1.699], [7.170, 1.368, 1.834], [9.625, 0.917, 3.287], [8.880, -0.858, 1.133], [9.723, 1.845, 0.553], [-10.615, 10.603, 9.695], [-12.249, 10.908, 10.304], [-9.482, 10.538, 11.054], [-10.580, 9.065, 8.829], [-10.142, 11.907, 8.596], [-2.111, 12.987, 1.893], [-3.679, 12.262, 2.281], [-2.275, 14.009, 0.460], [-1.561, 13.967, 3.258], [-0.934, 11.706, 1.573], [3.489, 2.608, 3.384], [3.468, 0.872, 3.704], [4.242, 2.865, 1.808], [1.833, 3.232, 3.370], [4.423, 3.438, 4.635], [-4.203, 4.045, 8.510], [-5.784, 3.356, 8.908], [-4.364, 5.096, 7.096], [-3.610, 4.991, 9.882], [-3.062, 2.742, 8.153]],
  "forces_ev_per_a": [[1.016, 0.081, -0.012], [-1.484, -0.819, -0.250], [0.845, 0.269, 0.883], [-0.147, -0.051, -0.471], [-0.014, -0.438, 0.374], [0.137, -0.529, -0.133], [0.232, -0.287, 0.084], [-1.121, 1.418, -1.780], [0.446, 0.070, 0.172], [-1.132, -0.953, -1.064], [0.450, -0.352, -0.167], [1.163, 1.126, -0.801], [-0.273, -0.351, -0.655], [0.222, 0.786, -0.612], [0.214, -0.112, 0.248], [0.942, 0.319, 0.644], [-1.871, 0.953, 0.948], [1.873, 1.013, -0.611], [-1.388, -4.547, -0.361], [-0.355, 0.764, -1.177], [0.074, -0.691, 1.115], [0.541, 0.429, 0.473], [-0.190, 0.020, 1.224], [-1.096, -0.309, -1.096], [0.237, -0.569, 0.414], [0.961, -0.558, -0.100], [1.957, -0.252, 1.404], [-0.716, -0.359, -0.530], [-0.520, 0.184, 0.239], [-0.324, 0.158, -0.128], [0.002, 0.547, 0.293], [-0.456, -0.171, -0.228], [0.241, 0.239, -0.122], [-0.355, -0.070, -0.409], [0.412, 0.170, -0.030], [0.018, 0.252, -0.025], [-0.115, -0.225, 0.574], [-0.353, -0.343, 0.340], [-0.123, -0.225, 0.323], [-0.434, 0.038, -0.118], [0.390, -0.128, 0.461], [-0.159, 0.177, 0.105], [0.012, -0.473, -0.059], [0.041, 0.150, 0.284], [-0.191, -0.143, -0.143], [0.163, -0.047, -0.573], [0.049, -0.472, 0.097], [0.510, 0.091, 0.434], [0.592, 1.413, 0.586], [-0.107, 1.075, 0.426], [0.077, 0.286, -0.401], [0.117, 0.192, 0.402], [-0.071, 0.437, -0.063], [-0.364, 0.418, -0.017], [-0.032, 0.044, -0.036], [0.213, -0.025, 0.013], [-0.035, -0.013, -0.019], [-0.052, -0.063, 0.022], [0.105, -0.011, -0.146], [-0.022, -0.012, -0.040], [0.023, 0.113, -0.016], [-0.512, 0.854, -0.292], [0.042, -0.005, 0.088], [-0.097, -0.082, -0.364], [0.017, -0.063, -0.019], [-0.525, -0.285, -0.746], [0.041, 0.063, 0.063], [-0.053, -0.059, 0.067], [-0.071, -0.002, 0.030], [-0.017, 0.016, -0.081], [-0.134, -0.092, -0.163], [0.170, 0.179, 0.095], [-0.298, 0.090, -0.048], [0.068, -0.061, -0.213], [0.026, 0.073, 0.019], [-0.074, -0.193, 0.008], [0.023, 0.023, -0.092], [0.095, -0.003, 0.001], [0.153, -0.047, 0.102], [0.016, 0.049, 0.032], [-0.022, -0.074, 0.020], [0.067, -0.011, 0.004], [-0.071, 0.051, 0.017], [0.000, 0.011, -0.084], [-0.204, -0.140, 0.131], [-0.375, 0.645, -0.083], [0.039, -0.013, 0.053], [0.039, 0.061, -0.037], [-0.118, -0.175, 0.005], [0.003, -0.063, 0.033], [0.107, 0.107, -0.319], [-0.069, 0.045, -0.013], [-0.094, 0.072, 0.148], [0.042, -0.093, 0.009], [-0.026, 0.069, 0.095], [0.683, 0.251, 0.493], [-0.538, 0.314, 0.533], [-0.140, -0.112, -0.059], [-0.076, 0.072, 0.057], [0.044, 0.155, -0.035], [-0.004, 0.035, -0.001], [-0.076, -0.052, -0.038], [-0.107, 0.212, 0.134], [0.286, -1.062, -0.599], [-0.073, 0.065, -0.036], [0.361, 0.475, 0.080], [-0.049, 0.082, 0.011], [-0.051, -0.060, 0.007], [0.033, -0.027, -0.323], [-0.033, -0.110, 0.042], [0.148, -0.235, -0.140], [-0.016, -0.056, 0.211], [-0.112, -0.081, -0.012], [-0.500, -0.209, 0.018], [0.014, -0.075, 0.120], [0.558, -0.219, -0.272], [-0.385, 0.471, -0.181], [0.316, 0.261, -0.205], [-0.100, 0.002, 0.055], [0.019, -0.047, 0.003], [-0.061, 0.036, 0.487], [0.055, 0.035, -0.051], [-0.077, 0.036, -0.027], [-0.003, -0.059, -0.014], [-0.029, -0.005, 0.020], [0.085, -0.013, -0.019], [-0.027, 0.017, -0.070], [0.008, 0.072, 0.039], [-0.325, -0.348, 0.250], [-0.014, 0.000, 0.007], [0.003, -0.008, 0.084], [0.041, -0.065, -0.019], [0.046, 0.062, -0.020], [-0.054, -0.005, -0.061], [0.014, -0.016, 0.061], [-0.021, 0.003, 0.078], [0.027, -0.063, -0.019], [0.569, 0.436, -0.102], [-0.067, 0.020, -0.045], [-0.044, 0.033, -0.010], [0.018, -0.082, -0.001], [-0.049, 0.013, 0.038], [-0.009, 0.018, -0.080], [0.087, 0.161, 0.006], [0.045, 0.034, 0.056], [-0.020, 0.041, 0.073], [0.046, 0.047, -0.045], [-0.068, -0.021, -0.039], [0.456, -0.955, 0.235], [0.036, 0.026, 0.004], [0.067, 0.018, 0.003], [-0.020, -0.047, 0.066], [0.050, 0.020, -0.204], [-0.051, 0.061, 0.001], [0.075, -0.002, 0.003], [0.216, 0.026, 0.082], [-0.070, -0.011, -0.041], [0.001, 0.090, 0.011], [-0.004, -0.058, 0.344], [-0.054, -0.041, -0.050], [0.085, 0.005, -0.012], [-0.028, 0.000, -0.053], [-0.671, 0.248, 0.244], [-0.005, -0.058, 0.047], [0.049, 0.014, -0.008], [0.012, 0.066, -0.025], [-0.003, -0.056, 0.073], [-0.033, -0.053, -0.062], [-0.062, 0.055, 0.018], [0.011, -0.093, 0.035], [0.113, 0.062, 0.050], [-0.071, 0.191, -0.105], [0.084, -0.047, -0.013], [-0.037, -0.063, -0.068], [0.040, -0.024, 0.009], [0.050, 0.048, -0.024], [0.512, -0.437, 0.382], [-0.036, -0.039, -0.067], [-0.054, 0.049, 0.029]],
  "charge": 0,
  "homo_energy_ev": -9.49,
  "e_tot_ev": -1312758.9231
}


{
  "formula": "C46H30I4N4SZn",
  "method": "wB97M-V/def2-TZVPD",
  "elements": ["Zn", "I", "C", "C", "C", "C", "C", "C", "C", "C", "C", "C", "C", "C", "C", "C", "C", "C", "I", "C", "C", "C", "N", "C", "C", "C", "C", "C", "C", "I", "C", "C", "C", "C", "C", "C", "N", "C", "C", "C", "C", "C", "N", "C", "C", "C", "C", "I", "C", "C", "C", "C", "N", "H", "H", "H", "H", "H", "H", "H", "H", "H", "H", "H", "H", "H", "H", "H", "H", "H", "H", "H", "H", "H", "H", "H", "H", "C", "S", "C", "H", "H", "H", "H", "H", "H"],
  "positions_angstrom": [[0.139, 0.143, -0.199], [5.590, -7.310, 1.377], [4.557, -5.481, 1.327], [3.495, -5.259, 2.187], [2.824, -4.050, 2.153], [3.197, -3.014, 1.280], [4.224, -3.313, 0.367], [4.909, -4.514, 0.401], [2.437, -1.758, 1.205], [2.905, -0.654, 0.452], [4.282, -0.272, 0.252], [4.276, 0.989, -0.250], [2.897, 1.386, -0.409], [2.404, 2.605, -0.964], [3.162, 3.861, -0.763], [2.727, 5.098, -1.270], [3.440, 6.270, -1.087], [4.603, 6.258, -0.338], [5.706, 8.027, -0.079], [4.995, 5.092, 0.293], [4.272, 3.928, 0.101], [1.174, 2.593, -1.683], [0.181, 1.688, -1.472], [-0.816, 1.912, -2.371], [-2.101, 1.311, -2.319], [-2.896, 1.144, -3.545], [-4.229, 0.702, -3.520], [-4.974, 0.545, -4.675], [-4.392, 0.790, -5.907], [-5.534, 0.614, -7.662], [-3.047, 1.111, -5.982], [-2.312, 1.260, -4.820], [-2.609, 0.895, -1.039], [-3.952, 1.012, -0.547], [-3.945, 0.578, 0.748], [-2.602, 0.177, 1.047], [-1.826, 0.404, -0.058], [-2.142, -0.443, 2.227], [-0.848, -0.957, 2.411], [-0.326, -1.585, 3.589], [0.931, -2.021, 3.284], [1.198, -1.618, 1.933], [0.125, -0.971, 1.444], [-3.102, -0.581, 3.350], [-3.674, 0.563, 3.911], [-4.559, 0.475, 4.973], [-4.887, -0.772, 5.480], [-6.229, -0.911, 7.095], [-4.335, -1.921, 4.942], [-3.441, -1.821, 3.886], [-0.417, 2.993, -3.237], [0.790, 3.430, -2.796], [2.110, 0.358, -0.001], [3.175, -6.031, 2.872], [1.982, -3.922, 2.815], [4.465, -2.619, -0.422], [5.701, -4.697, -0.313], [5.149, -0.836, 0.550], [5.150, 1.544, -0.546], [1.782, 5.172, -1.777], [3.069, 7.192, -1.513], [5.848, 5.091, 0.957], [4.556, 3.073, 0.689], [-4.699, 0.450, -2.584], [-6.002, 0.218, -4.608], [-2.565, 1.221, -6.943], [-1.251, 1.421, -4.919], [-4.779, 1.455, -1.076], [-4.789, 0.532, 1.415], [-0.832, -1.657, 4.538], [1.638, -2.474, 3.960], [-3.403, 1.534, 3.519], [-4.979, 1.373, 5.404], [-4.597, -2.891, 5.341], [-3.019, -2.725, 3.466], [-1.015, 3.437, -4.013], [1.379, 4.198, -3.266], [-1.957, -2.724, -0.768], [-0.419, -2.264, -1.601], [0.561, -3.699, -1.089], [-1.775, -2.835, 0.301], [-2.320, -3.658, -1.192], [-2.680, -1.928, -0.937], [0.122, -4.595, -1.524], [0.571, -3.774, -0.002], [1.577, -3.569, -1.457]],
  "forces_ev_per_a": [[0.039, -0.242, -0.253], [-0.140, 0.234, -0.005], [0.166, -0.265, -0.027], [-0.011, -0.044, 0.023], [0.077, 0.065, -0.008], [0.130, -0.272, 0.097], [-0.164, 0.073, 0.084], [0.045, -0.014, -0.021], [0.020, 0.636, -0.263], [-0.114, -0.436, 0.286], [0.127, 0.171, -0.087], [0.239, -0.307, 0.029], [-0.338, 0.105, -0.010], [-0.100, -0.328, -0.072], [0.145, 0.249, 0.028], [0.033, -0.112, 0.033], [-0.021, 0.026, -0.013], [0.154, 0.269, 0.052], [-0.141, -0.235, -0.026], [0.037, 0.059, 0.016], [-0.128, -0.036, -0.078], [0.054, -0.159, 0.256], [0.053, 0.329, -0.190], [-0.432, -0.215, -0.064], [0.610, 0.238, 0.158], [-0.208, -0.072, -0.229], [0.018, 0.068, 0.005], [-0.023, -0.011, 0.016], [-0.152, -0.028, -0.265], [0.163, -0.001, 0.229], [-0.052, -0.001, -0.055], [0.005, 0.007, 0.167], [-0.037, -0.225, 0.152], [0.005, 0.066, 0.060], [0.054, -0.066, 0.020], [-0.105, -0.118, 0.068], [-0.434, 0.217, -0.008], [0.187, -0.017, -0.215], [-0.160, -0.028, 0.085], [-0.027, 0.005, -0.038], [-0.046, 0.120, 0.171], [-0.263, -0.064, -0.100], [0.190, -0.288, 0.476], [-0.112, 0.182, 0.174], [0.082, -0.070, -0.058], [-0.006, 0.038, 0.016], [-0.181, 0.007, 0.239], [0.177, 0.003, -0.221], [-0.024, -0.045, 0.049], [-0.029, -0.031, -0.100], [0.144, 0.118, -0.029], [-0.223, -0.049, -0.317], [0.365, 0.133, 0.074], [0.020, 0.016, 0.016], [0.107, -0.166, -0.143], [0.024, 0.084, -0.034], [-0.014, -0.016, 0.004], [0.023, -0.039, -0.078], [-0.043, 0.092, 0.048], [0.077, 0.086, 0.029], [0.000, -0.006, 0.004], [-0.005, -0.028, -0.002], [0.036, -0.061, -0.007], [0.007, -0.027, -0.221], [-0.001, 0.016, -0.010], [0.014, 0.008, 0.014], [0.079, 0.071, 0.048], [-0.004, 0.006, 0.203], [0.005, 0.027, 0.050], [0.027, -0.029, 0.007], [-0.100, 0.099, 0.029], [-0.007, 0.019, -0.013], [-0.008, -0.013, -0.007], [0.009, -0.001, -0.015], [0.036, 0.026, -0.032], [0.034, -0.054, -0.092], [-0.042, -0.034, 0.006], [0.227, 0.083, -0.107], [-0.019, -0.019, -0.047], [-0.134, 0.260, -0.052], [-0.034, 0.044, 0.016], [-0.059, 0.005, 0.027], [-0.022, -0.040, 0.005], [0.062, -0.035, 0.012], [0.047, 0.005, 0.021], [0.012, -0.016, 0.016]],
  "charge": 0,
  "homo_energy_ev": [-6.66, -6.65],
  "e_tot_ev": -145805.7255
}